Record 1
# C27H40O27

A cluster of 9 separate species, C27H40O27 in total at a distorted geometry (ωB97M-V with the def2-TZVPD basis set, the OMol25 dataset).

ORCA input file:
```
! RIJCOSX wB97M-V def2-TZVPD def2/J DEFGRID3
* xyz 0 1
C -21.21220 5.32190 0.55416
C -22.34114 4.55998 1.34013
O -22.98073 3.78648 0.32239
C -22.52060 4.13567 -0.90305
O -23.03284 3.74076 -1.91013
O -21.46883 4.99662 -0.80952
H -20.26103 4.93275 0.91019
H -21.21455 6.39356 0.72907
H -22.97092 5.29213 1.83817
H -21.84246 3.88943 2.02934
C -26.36843 2.68617 -4.48229
C -26.03277 3.64068 -5.63238
O -24.58836 3.66025 -5.58039
C -24.12781 2.72557 -4.72780
O -22.98703 2.49011 -4.53261
O -25.15344 1.99239 -4.20584
H -27.16576 1.97448 -4.70304
H -26.71436 3.25052 -3.61138
H -26.50716 4.60224 -5.46332
H -26.25941 3.30861 -6.64373
C -15.89263 -0.56566 -0.89599
C -15.59846 0.05612 -2.27124
O -14.92315 1.27184 -1.94737
C -14.58444 1.27478 -0.65621
O -13.97368 2.10372 -0.10496
O -15.04554 0.14445 -0.00528
H -15.61774 -1.61903 -0.90484
H -16.93850 -0.39785 -0.66202
H -16.47368 0.18043 -2.90523
H -14.93892 -0.57848 -2.87503
C -23.10446 -0.17098 1.78065
C -21.77374 0.19797 2.45482
O -22.01802 1.51883 2.88352
C -23.31541 1.80674 2.85289
O -23.84689 2.64857 3.42301
O -23.97390 0.92365 2.08245
H -23.51001 -1.13338 2.07474
H -23.00132 -0.13308 0.69384
H -20.95252 0.16720 1.75158
H -21.55173 -0.47984 3.27895
C -18.84739 4.85488 -5.01956
C -18.92132 4.40992 -3.57433
O -17.63011 3.94350 -3.23221
C -16.81612 4.09904 -4.27841
O -15.71120 3.82248 -4.29091
O -17.47517 4.60867 -5.34594
H -19.28651 5.84483 -5.17801
H -19.48553 4.22938 -5.65175
H -19.59117 3.55483 -3.57059
H -19.25523 5.17159 -2.87385
C -16.81525 2.97501 6.77731
C -16.48920 4.43479 6.52526
O -15.53926 4.36409 5.43726
C -15.67622 3.15353 4.82916
O -15.28971 2.90394 3.72215
O -16.62389 2.40171 5.48610
H -17.78826 2.75660 7.21082
H -16.11735 2.44706 7.43733
H -16.01714 4.92614 7.36892
H -17.34172 4.99479 6.13992
C -17.53650 -1.93055 4.24750
C -17.30167 -0.44908 3.91448
O -18.45703 0.19316 4.45920
C -19.05659 -0.63758 5.32224
O -19.91087 -0.34645 6.02903
O -18.51136 -1.87667 5.28884
H -16.60210 -2.31861 4.65693
H -17.81327 -2.52380 3.38145
H -17.13818 -0.18352 2.87008
H -16.39998 -0.06167 4.39811
C -17.07110 -4.21040 0.41776
O -17.52499 -4.22122 -0.91011
C -18.22725 -3.15346 -1.22712
O -18.58441 -2.32352 -0.41102
O -18.64042 -3.27783 -2.45790
C -19.49073 -2.25794 -3.00494
H -16.39795 -5.04705 0.55222
H -17.91727 -4.22923 1.10227
H -16.50556 -3.29818 0.63610
H -19.92245 -2.75703 -3.87001
H -18.86354 -1.44271 -3.34715
H -20.32354 -2.02034 -2.35690
C -20.30416 1.05051 -2.23227
O -19.07299 1.56222 -1.67962
C -19.09221 1.77741 -0.38916
O -20.07659 1.61696 0.31370
O -17.91529 2.26895 0.02046
C -17.75544 2.81094 1.33988
H -20.18302 0.97336 -3.30366
H -21.03170 1.82190 -1.99856
H -20.61708 0.08427 -1.84934
H -18.30904 2.25665 2.10416
H -18.11826 3.84067 1.36158
H -16.70375 2.81723 1.60547
*
```

Calculated values
Max |F| (eV Å⁻¹): 5.2
Lowest unoccupied orbital energy (eV): 0.4
M (g mol⁻¹): 796.59
Structure (SMILES): COC(=O)OC.COC(=O)OC.O=C1OCCO1.O=C1OCCO1.O=C1OCCO1.O=C1OCCO1.O=C1OCCO1.O=C1OCCO1.O=C1OCCO1
Total energy (eV): -83929.2524
Relative energy (zero: lowest compared OMol25 entry of this formula, charge and spin) (kcal per mole): 29.6

***

Record 2
# C5H11NS

The molecule C5H11NS at a distorted geometry (ωB97M-V with the def2-TZVPD basis set, the OMol25 dataset).

ORCA input file:
```
! RIJCOSX wB97M-V def2-TZVPD def2/J DEFGRID3
* xyz 0 1
C 0.46159 -0.70919 0.71593
C 1.73777 -1.32262 1.44445
C -0.55797 -0.36076 1.74189
C -0.55341 0.61471 -2.54605
C -0.92235 0.60123 -1.12563
N 0.48768 -0.34751 -0.48640
S -0.94081 2.21759 -0.30636
H 1.27521 -1.95637 2.21385
H 2.23833 -1.93423 0.70561
H 2.19093 -0.55467 1.99846
H -0.57450 -0.95559 2.64401
H -1.50303 -0.57235 1.41087
H -0.28022 0.60922 1.98693
H -0.01642 -0.31999 -2.66752
H 0.19452 1.34223 -2.65900
H -1.41842 0.77186 -3.08743
H -1.83892 0.21130 -0.73077
H 0.02001 2.66513 -1.25283
*
```

Calculated values
Max |F| (eV Å⁻¹): 4.8
Lowest unoccupied orbital energy (eV): 0.9
M (g mol⁻¹): 117.22
Structure (SMILES): CC(C)=N[C@H](C)S
Total energy (eV): -17686.1535
Relative energy (zero: lowest compared OMol25 entry of this formula, charge and spin) (kcal per mole): 53.3

***

Record 3
# C23H31N3O2S

The molecule C23H31N3O2S (ωB97M-V with the def2-TZVPD basis set, the OMol25 dataset).

ORCA input file:
```
! RIJCOSX wB97M-V def2-TZVPD def2/J DEFGRID3
* xyz 0 1
C -2.33603 -1.05143 1.75820
H -2.89186 -1.87598 2.20017
C -2.45649 -1.08534 0.23900
C -2.00843 -2.42312 -0.38658
N -0.63908 -2.52219 -0.84690
C -0.31810 -1.72982 -2.01306
C 1.02867 -2.18666 -2.56951
N 2.06509 -1.99689 -1.56777
C 3.39076 -2.32453 -2.07940
C 4.51931 -1.72896 -1.23429
H 5.47109 -2.08102 -1.63526
C 4.51407 -0.19888 -1.25462
N 3.28861 0.34555 -0.72356
C 3.24062 0.94331 0.48916
O 4.21876 1.16602 1.18184
C 1.89438 1.38127 0.89891
C 1.51673 1.77279 2.15597
C 0.17865 2.18748 2.21910
C -0.47246 2.13771 1.00792
C -1.87438 2.47033 0.89900
C -2.58423 2.64272 -0.29699
C -3.95210 2.87026 -0.24364
C -4.62507 2.92250 0.96337
C -3.93126 2.78255 2.14994
C -2.55943 2.57644 2.12803
O -1.94989 2.41872 3.33691
C -0.56042 2.68605 3.41810
H -0.21546 2.19393 4.33122
H -0.40659 3.77425 3.53051
H -4.42887 2.83077 3.10520
H -5.69167 3.08647 0.98229
H -4.49864 3.00111 -1.16572
C -1.90030 2.58655 -1.62691
H -1.01033 3.21358 -1.63727
H -1.59203 1.56743 -1.86128
H -2.57387 2.92423 -2.41047
S 0.58560 1.54054 -0.22684
H 2.19232 1.75609 2.99157
H 2.45176 -0.08509 -1.10914
H 4.63518 0.15598 -2.28430
H 5.33290 0.19048 -0.64441
H 4.44627 -2.07230 -0.20227
H 3.52715 -3.41764 -2.15099
H 3.46501 -1.91412 -3.09079
C 1.72582 -2.77130 -0.38396
C 0.37404 -2.32741 0.16641
H 0.45235 -1.27261 0.47970
H 0.12250 -2.93585 1.03741
H 1.68149 -3.84823 -0.62053
H 2.48880 -2.61316 0.37978
H 0.95034 -3.24534 -2.86867
H 1.27843 -1.59130 -3.45177
H -0.25286 -0.65109 -1.78549
H -1.09260 -1.88052 -2.76838
H -2.16011 -3.22655 0.34095
H -2.63656 -2.64205 -1.25482
H -1.87248 -0.27114 -0.19121
H -3.50009 -0.90694 -0.02767
H -2.74488 -0.12085 2.14558
H -1.30012 -1.12681 2.07824
*
```

Calculated values
Max |F| (eV Å⁻¹): 0.8
Lowest unoccupied orbital energy (eV): 0.2
M (g mol⁻¹): 413.59
Structure (SMILES): CCCN1CCN(CCCNC(=O)c2cc3c(s2)-c2c(C)cccc2OC3)CC1
Total energy (eV): -43755.4710
Relative energy (zero: lowest compared OMol25 entry of this formula, charge and spin) (kcal per mole): 31.0

***

What is the formula in the second record? C5H11NS

***

What is the max |F| in the first record? 5.2 eV Å⁻¹